C3H6ClFO3S | ωB97M-V/def2-TZVPD

Last column: Mulliken charge in e.
Cartesian coordinates (Å):
C: 0.133947 -0.226079 -2.625368  -0.08
C: 0.564061 0.778586 -1.538901  -0.47
C: -1.018892 0.499134 1.796604  -0.40
H: -0.466748 -1.078774 -2.376475  0.28
H: -0.426020 0.478421 -3.458665  0.19
H: 1.538376 0.321077 -1.006331  0.29
H: 0.735487 1.710020 -1.965300  0.33
H: -1.803261 1.021341 0.980536  0.32
H: -1.513989 -0.137462 2.438109  0.42
O: -0.386316 0.805268 -0.560422  -0.37
O: 0.963762 -1.173991 0.634395  -0.55
O: -1.553971 -1.283497 -0.035716  -0.55
F: 1.326491 -0.783439 -3.305441  -0.34
S: -0.387699 -0.603855 0.458224  1.04
Cl: 0.349320 1.253291 2.453260  -0.11

Cartesian forces (eV/Å) of the 3 atoms listed first:
C 1.04 2.24 -3.93
C 3.13 -4.69 0.69
C -0.91 0.00 -4.76

Energy relative to the best compared isomer or geometry (same formula, charge and spin) = 2.236 eV
SMILES = O=S(=O)(CCl)OCCF
E = -1301.763571 Eh
Lowest unoccupied orbital energy = 0.37 eV
E_HOMO = -10.96 eV